1.
This record from the Open Molecules 2025 dataset describes 2 unconnected molecules or ions with the total composition C6H8Cl4N2O2. The level of theory is wB97M-V/def2-TZVPD.

Structure (XYZ):
```
22
C6H8Cl4N2O2 | the Open Molecules 2025 dataset | wB97M-V/def2-TZVPD
C -2.177 -0.559 -1.340
C 1.455 0.278 -0.205
C -1.592 -1.642 -0.504
C 0.540 -0.394 1.928
C 2.975 0.297 0.152
C -1.932 1.704 -0.514
N -1.517 0.715 -1.145
N 0.513 0.174 0.623
O -3.096 -0.625 -2.130
O 1.214 0.776 -1.392
Cl 3.885 -0.188 -1.320
Cl 3.475 1.828 0.776
Cl -1.058 3.096 -0.691
Cl -3.334 1.718 0.664
H -2.284 -2.287 -0.008
H -0.962 -2.273 -1.204
H -1.149 -1.123 0.339
H 0.488 -1.513 1.763
H 1.586 -0.255 2.476
H -0.319 -0.130 2.432
H 3.027 -0.544 0.873
H 0.262 0.946 -1.573
```

Output
SMILES string ... C/N=C(/O)C(Cl)Cl.CC(=O)N=C(Cl)Cl
HOMO-LUMO gap ... 9.88 eV
Energy ... -63514.770 eV
Energy relative to the best compared isomer or geometry (same formula, charge and spin) ... 0.089 eV
E_LUMO ... 0.0109 Ha


2.
This record from the Open Molecules 2025 dataset describes a molecular structure, CH2I3P. The level of theory is wB97M-V/def2-TZVPD.

Structure (XYZ):
```
7
CH2I3P | the Open Molecules 2025 dataset | wB97M-V/def2-TZVPD
C 0.507 -0.682 -0.234
P -0.701 -0.541 1.462
I 0.444 -3.007 -0.408
I 2.370 -0.145 0.708
I -2.873 -0.901 0.523
H -0.544 0.847 1.764
H 0.651 -0.547 -1.448
```

Output
HOMO-LUMO gap ... 8.57 eV
Energy ... -34658.514 eV
Energy relative to the best compared isomer or geometry (same formula, charge and spin) ... 0.475 eV
E_LUMO ... -0.0256 Ha


3.
This record from the Open Molecules 2025 dataset describes a gas-phase ion, HN2O5S2 (charge -1). The level of theory is wB97M-V/def2-TZVPD.

Structure (XYZ):
```
10
HN2O5S2 | the Open Molecules 2025 dataset | wB97M-V/def2-TZVPD
N 0.940 -1.263 0.732
N 0.916 2.446 0.174
O -0.303 2.294 0.078
O 1.673 1.350 0.546
O 1.505 3.444 -0.085
O 1.235 -0.160 -1.507
O -0.285 -1.520 0.098
S 3.717 -0.608 0.110
S 1.817 -0.363 -0.141
H -0.100 -0.784 -0.682
```

Output
HOMO-LUMO gap (alpha / beta) ... 5.15 / 6.90 eV
Spin multiplicity ... 3
Total charge ... -1
Energy ... -34895.996 eV
Energy relative to the best compared isomer or geometry (same formula, charge and spin) ... 0.000 eV
E_LUMO (alpha / beta) ... 0.1251 / 0.0430 Ha


Copy entry 1 word for word.
This record from the Open Molecules 2025 dataset describes 2 unconnected molecules or ions with the total composition C6H8Cl4N2O2. The level of theory is wB97M-V/def2-TZVPD.

Structure (XYZ):
```
22
C6H8Cl4N2O2 | the Open Molecules 2025 dataset | wB97M-V/def2-TZVPD
C -2.177 -0.559 -1.340
C 1.455 0.278 -0.205
C -1.592 -1.642 -0.504
C 0.540 -0.394 1.928
C 2.975 0.297 0.152
C -1.932 1.704 -0.514
N -1.517 0.715 -1.145
N 0.513 0.174 0.623
O -3.096 -0.625 -2.130
O 1.214 0.776 -1.392
Cl 3.885 -0.188 -1.320
Cl 3.475 1.828 0.776
Cl -1.058 3.096 -0.691
Cl -3.334 1.718 0.664
H -2.284 -2.287 -0.008
H -0.962 -2.273 -1.204
H -1.149 -1.123 0.339
H 0.488 -1.513 1.763
H 1.586 -0.255 2.476
H -0.319 -0.130 2.432
H 3.027 -0.544 0.873
H 0.262 0.946 -1.573
```

Output
SMILES string ... C/N=C(/O)C(Cl)Cl.CC(=O)N=C(Cl)Cl
HOMO-LUMO gap ... 9.88 eV
Energy ... -63514.770 eV
Energy relative to the best compared isomer or geometry (same formula, charge and spin) ... 0.089 eV
E_LUMO ... 0.0109 Ha


energy relative to the best compared isomer or geometry (same formula, charge and spin) of number 1 (C6H8Cl4N2O2)? 0.089 eV


Which of these has the highest energy? CH2I3P


Which of these has the highest energy? CH2I3P